Entry 1:
Molecular formula: CH7N6
Method: DFT, the ωB97M-V functional and the def2-TZVPD basis

XYZ file:
```
14
Properties=species:S:1:pos:R:3:mulliken_charge:R:1
C 2.042 -0.673 -0.107 0.13
H -2.425 -0.433 -1.331 0.18
N -2.887 0.199 -0.781 -0.18
N 2.100 1.814 -0.182 -0.47
H 3.106 -1.192 -0.158 0.32
N 1.945 0.637 0.012 0.42
H -1.098 0.400 1.656 0.22
H -0.073 -1.116 0.099 0.37
H 2.102 2.526 0.560 0.32
N -2.374 0.572 0.318 -0.37
N 0.937 -1.429 0.029 -0.28
H 1.297 -2.316 0.369 0.24
H -3.358 0.962 -1.199 0.29
N -1.315 0.050 0.715 -0.18
```

Values from the calculation:
- Kohn-Sham gap: 7.8331 eV
- ΔE to the lowest compared entry with this formula, charge and spin: 455.58 kJ/mol
- LUMO energy: -5.550 eV
- Total charge: +1
- HOMO: -0.4918 hartree

Entry 2:
Molecular formula: C33H45Cl2O2P3Pd
Method: DFT, the ωB97M-V functional and the def2-TZVPD basis

XYZ file:
```
86
Properties=species:S:1:pos:R:3:mulliken_charge:R:1
H -0.184 0.282 3.864 0.13
H 3.497 0.864 -1.146 0.12
C 2.048 0.677 1.896 -1.51
H -3.437 -0.135 -3.934 0.47
H -4.375 3.433 1.599 0.46
C -3.329 -4.276 -2.460 -0.78
C -2.744 0.681 -0.615 0.04
H 2.230 3.071 4.121 0.39
C 4.023 -2.279 -0.753 -0.51
C -2.406 0.146 -4.160 -0.43
C -5.241 -2.904 -1.871 -0.75
H 1.379 4.110 -0.409 0.32
H -6.318 -2.780 -1.750 0.44
H 2.741 4.659 3.464 0.44
C -0.289 -1.109 -0.460 0.09
C -1.166 -2.463 2.873 -1.10
C 0.244 0.820 -4.750 -0.88
P 0.534 -1.921 3.185 0.99
H 2.174 5.356 0.631 0.50
C -1.412 0.017 -3.168 0.30
O 0.549 2.013 -0.774 -0.78
C -3.003 -1.986 -1.745 0.48
H -1.139 -3.192 2.055 0.35
H 6.181 0.243 -1.194 0.38
H -1.781 -1.602 2.586 0.04
H 3.061 3.876 0.136 0.42
H -2.913 -5.222 -2.806 0.42
C 0.348 -0.543 4.352 -1.29
H 0.639 -3.542 4.972 0.46
C -0.166 4.004 2.295 -1.20
Cl 1.256 -3.728 0.800 -0.21
H 1.518 -4.077 3.488 0.38
C -2.943 1.975 -1.132 -0.58
H 0.086 -2.135 -0.481 -0.10
H -0.496 1.357 -6.709 0.41
C -2.073 0.624 -5.428 -0.64
C -3.539 2.953 -0.334 -0.80
O 3.215 -1.099 -0.550 0.31
H 0.714 0.124 -2.753 0.62
Cl 3.628 -1.722 2.468 -0.26
H -0.791 1.618 0.806 -0.73
C -0.750 0.973 -5.720 -0.60
C -0.075 0.319 -3.484 -0.36
H 1.344 -0.198 4.649 0.32
H 5.111 -0.333 -2.498 0.29
H -4.801 -0.883 -1.237 0.39
C 2.081 4.284 0.415 -1.26
C 5.313 -0.375 -1.423 -0.62
H 5.997 -1.881 -0.028 0.25
C -4.392 -1.834 -1.582 0.04
H -0.550 3.422 3.144 0.39
H -0.845 3.881 1.440 0.24
P -1.878 -0.605 -1.540 1.47
H -3.705 3.950 -0.745 0.46
H -1.567 -2.924 3.785 0.57
H 3.605 -2.811 -1.619 0.27
H 0.000 1.691 -1.517 0.28
H 1.278 1.086 -4.972 0.45
C -4.712 -4.119 -2.316 -0.50
C -2.470 -3.216 -2.164 -0.76
H 3.904 -2.905 0.139 0.25
C 5.465 -1.835 -0.985 -0.64
H -2.851 0.722 -6.186 0.42
H -4.040 1.134 2.510 0.47
H -2.654 2.205 -2.160 0.41
H -0.118 5.065 2.573 0.51
C 1.295 1.681 1.464 0.34
H 2.265 -2.858 4.554 0.37
C 1.315 -3.239 4.162 -1.20
H 3.594 3.161 2.960 0.42
C -3.186 0.375 0.685 -0.05
H 4.351 0.392 0.354 0.11
Pd 1.562 -1.300 1.205 -1.72
H -3.092 -0.647 1.063 0.64
P 1.484 3.444 1.876 1.43
H -1.388 -3.325 -2.256 0.41
C -3.738 1.373 1.489 -0.89
C 0.225 -0.147 0.241 0.60
H -5.381 -4.948 -2.552 0.41
C 4.069 0.060 -0.659 -0.25
C 2.622 3.590 3.236 -1.23
C 0.213 1.317 0.447 2.11
H 5.983 -2.461 -1.712 0.37
H 2.932 0.753 2.540 1.06
H -0.214 -0.877 5.234 0.52
C -3.921 2.660 0.977 -0.65
```

Values from the calculation:
- Kohn-Sham gap (spin up / spin down): 6.6526 / 4.9769 eV
- LUMO energy (spin up / spin down): -5.002 / -9.070 eV
- Total charge: +2
- Multiplicity: 5
- ⟨S²⟩: 6.022
- HOMO (spin up / spin down): -0.4283 / -0.5162 hartree

Entry 3:
Molecular formula: C45H47Cl3N5OPPt
Method: DFT, the ωB97M-V functional and the def2-TZVPD basis

XYZ file:
```
103
Properties=species:S:1:pos:R:3:mulliken_charge:R:1
C -3.637 -2.710 -3.416 -2.26
H -4.687 -0.533 -2.050 0.45
C -2.570 1.053 -3.389 -2.57
H 2.032 -4.051 -3.688 0.47
N 1.575 3.447 1.296 0.02
C 2.240 4.883 2.851 -0.11
C -1.784 -2.870 2.208 -1.12
N -0.702 2.569 -3.123 -1.14
H 0.871 3.626 -2.232 0.57
Cl 3.735 2.703 -4.783 -0.15
H 1.087 -1.227 0.234 -1.09
H 1.321 0.798 -3.123 0.36
H -0.842 -1.276 -2.014 -0.38
H 0.090 4.607 0.414 0.57
H -4.841 2.099 1.508 0.44
H 4.594 4.164 -3.162 0.34
C -0.194 -2.913 6.372 -0.59
C 0.151 2.828 -2.164 -0.91
H -3.615 -3.525 -2.691 0.48
N 0.049 1.994 -1.096 -0.49
H 0.475 -2.851 -5.181 0.44
H -1.094 -2.705 -2.984 0.41
H -1.324 0.391 -0.820 -0.26
H 5.673 -1.965 3.124 0.39
H -3.446 1.274 -2.783 0.47
C 0.987 -2.307 -4.394 -0.15
C 0.858 4.554 1.168 -0.33
H -2.574 -3.334 2.786 0.44
Cl 3.557 -3.150 -1.456 -0.20
H 0.051 -0.347 -6.130 0.61
C 2.500 -2.300 -2.546 0.43
C -1.572 -2.040 -2.267 -1.44
H -4.214 -1.013 -5.035 0.55
C 4.086 0.069 0.927 -0.15
H 5.446 2.588 -3.178 0.32
C 0.152 -3.057 0.798 -0.34
C -0.942 1.186 -1.436 -0.02
H -0.976 -4.744 1.522 0.40
H 2.831 5.218 3.686 0.49
H -1.716 -1.826 -5.196 0.20
H 3.006 2.900 2.611 0.15
H -0.647 -3.735 6.911 0.38
C 0.739 -0.946 -4.222 -0.02
C 4.927 -1.289 2.724 -0.77
C 2.874 -0.036 2.999 1.22
C -3.511 3.344 2.642 -0.72
C -1.507 1.490 1.914 0.14
H -1.944 4.355 3.708 0.43
H -0.206 2.737 3.071 0.35
C 5.053 -0.786 1.436 -0.55
C 3.850 -0.906 3.502 -0.61
H 1.364 -2.250 3.441 0.35
H -2.612 1.700 -4.262 0.37
H -0.233 0.840 -4.890 0.47
C -0.882 -3.665 1.506 -0.77
C -2.718 -0.395 -3.913 1.96
H -4.029 -1.803 -1.009 0.54
H 3.761 -1.278 4.516 0.53
H 0.871 -3.656 0.253 0.36
C 0.394 -0.587 6.232 -0.81
C 2.958 0.449 1.674 -1.04
C -1.670 -1.493 2.203 -1.06
O -4.006 -0.214 -4.541 -0.71
C -0.456 0.578 1.488 0.10
C 4.487 3.088 -3.228 -0.55
C 1.246 5.501 2.124 -1.12
H 5.902 -1.067 0.824 0.44
C -1.720 -0.743 -5.051 -1.39
C 1.446 -0.271 -3.238 0.12
H 2.846 -0.405 -1.609 0.25
C -0.266 -0.231 -5.089 -1.44
C 1.857 -2.991 -3.562 -0.72
H -0.622 -1.466 7.899 0.40
N -1.389 1.498 -2.654 1.54
C 0.270 -1.681 0.788 0.40
H -4.686 -2.487 -3.620 0.63
C -1.218 2.608 2.713 -0.54
C -3.824 2.247 1.852 -0.84
Cl 3.500 2.543 -1.860 0.00
C -2.844 1.332 1.503 0.36
C 0.950 -2.077 4.426 -0.38
H -3.113 0.472 0.901 0.32
H 4.212 0.444 -0.082 -0.02
P 1.597 0.652 4.082 0.00
H -2.358 -0.899 2.790 0.62
Pt 1.378 1.323 0.687 2.04
H -3.252 -0.234 -1.059 0.38
H -3.166 -3.083 -4.328 0.34
N 2.407 3.662 2.322 -0.02
C -0.638 -0.842 1.480 2.27
C -0.181 -1.640 6.926 -0.54
H -1.765 -2.618 -1.360 0.74
C 0.982 -0.788 4.977 1.03
H 0.343 -4.110 4.670 0.41
C 2.320 -0.938 -2.390 -0.60
C -2.894 -1.501 -2.818 2.98
C -3.765 -0.976 -1.671 -2.59
C 0.369 -3.125 5.119 -0.53
H -4.277 4.057 2.919 0.39
H 0.394 0.407 6.666 0.34
H -2.194 -0.322 -5.941 0.53
C -2.201 3.512 3.077 -1.10
H 0.855 6.493 2.267 0.42
```

Values from the calculation:
- Kohn-Sham gap (spin up / spin down): 6.1864 / 7.5813 eV
- ΔE to the lowest compared entry with this formula, charge and spin: 0.00 kJ/mol
- LUMO energy (spin up / spin down): 0.320 / -0.633 eV
- Multiplicity: 5
- ⟨S²⟩: 6.058
- HOMO (spin up / spin down): -0.2156 / -0.3019 hartree

Entry 4:
Molecular formula: C32H45GeIMoN5O3
Method: DFT, the ωB97M-V functional and the def2-TZVPD basis

XYZ file:
```
88
Properties=species:S:1:pos:R:3:mulliken_charge:R:1
H 4.319 1.755 1.576 0.54
C 3.639 -1.650 3.201 -1.04
Ge -2.904 1.431 -0.443 -0.12
C 2.853 0.202 1.846 1.22
N 1.441 1.368 -1.387 0.28
C 2.637 4.434 1.179 -0.80
Mo -0.199 0.258 0.998 -1.26
C -3.982 -1.565 0.590 -1.17
H -4.526 -0.719 3.148 0.58
H -3.221 -2.718 2.962 0.60
C -3.003 -1.037 1.646 0.89
C -3.772 0.502 -3.177 -1.94
H 1.665 6.564 -0.963 0.33
C 5.056 0.257 2.884 -1.10
H 3.079 6.751 0.078 0.41
H 3.476 -2.621 3.640 0.55
N 0.825 0.264 -0.937 1.52
C 2.619 6.120 -0.676 -1.62
H -3.887 1.587 -3.171 0.50
C 1.025 -0.679 -1.855 -0.77
H -4.727 -2.188 1.076 0.54
H 0.664 -1.682 -1.723 0.76
H 0.225 3.570 2.263 0.25
H -3.755 3.800 0.644 0.48
C 0.138 -2.697 0.521 -1.03
C -2.170 -1.393 -3.004 -1.36
C 1.951 3.727 -1.011 -0.78
H -3.231 4.688 2.079 0.53
H -4.389 0.079 -2.382 0.45
C -3.760 -0.142 2.640 -1.28
H -0.747 -2.632 -0.086 1.18
C 4.112 0.819 2.071 -1.05
C -2.422 -2.245 2.397 -1.47
H 1.792 3.940 -2.057 0.51
H -2.503 -1.770 -3.966 0.51
H -0.932 4.785 2.784 0.53
H 6.486 -2.134 4.005 0.33
H -1.137 -1.694 -2.863 0.19
O -1.395 2.247 0.606 0.53
H -1.536 1.865 -3.990 0.34
C 2.026 1.137 -2.578 0.20
C -3.122 3.753 1.534 -1.88
C -1.274 4.609 0.104 -1.59
N 0.661 -1.606 1.091 1.57
H 5.244 -2.163 5.246 0.41
H 2.608 2.933 2.708 0.53
C 2.715 -1.148 2.302 0.04
C 1.926 -3.354 1.618 -0.08
H -4.130 0.121 -4.128 0.49
C 1.981 2.135 0.820 0.47
H -1.413 5.609 0.509 0.47
O -1.995 -0.252 1.039 0.78
I -0.066 0.481 3.737 0.03
H -0.233 4.496 -0.193 0.30
C -2.306 0.132 -2.959 1.44
H 3.250 6.115 -1.564 0.36
C 1.726 2.448 -0.534 -0.38
C 0.901 -3.822 0.831 -2.01
H -1.908 4.492 -0.778 0.28
C 2.436 3.160 1.665 -0.28
H -3.465 2.942 2.177 0.27
C -0.831 3.763 2.432 -1.57
H -3.072 0.252 3.386 0.22
H 2.077 -0.691 -3.805 0.47
H 6.003 0.759 3.017 0.48
C -1.456 0.782 -4.052 -1.46
H 2.609 1.878 -3.088 0.58
H -3.454 -2.162 -0.152 0.15
C 5.750 -1.520 4.530 -1.65
O -1.857 0.605 -1.678 0.09
H 0.727 -4.834 0.526 0.52
H -1.809 0.465 -5.028 0.48
H -0.412 0.499 -3.958 0.13
H -2.018 -2.988 1.713 0.40
H -1.206 3.104 3.211 0.28
C 1.773 -0.175 -2.917 -2.42
H -4.242 0.687 2.120 0.22
C 4.796 -0.950 3.554 0.37
C -1.645 3.563 1.156 1.56
H 6.303 -0.741 5.048 0.44
H -1.649 -1.950 3.102 0.15
N 1.835 0.817 1.214 1.24
C 2.405 4.742 -0.162 0.86
H -2.784 -1.841 -2.226 0.23
H 2.762 -3.876 2.036 0.55
H -4.498 -0.744 0.088 0.29
N 1.758 -2.013 1.761 -0.22
H 2.982 5.202 1.856 0.42
```

Values from the calculation:
- Kohn-Sham gap (spin up / spin down): 6.7571 / 5.8907 eV
- LUMO energy (spin up / spin down): -6.828 / -8.110 eV
- Total charge: +2
- Multiplicity: 4
- ⟨S²⟩: 3.805
- HOMO (spin up / spin down): -0.4992 / -0.5145 hartree

Entry 5:
Molecular formula: C27H40N4O5P
Method: DFT, the ωB97M-V functional and the def2-TZVPD basis

XYZ file:
```
77
Properties=species:S:1:pos:R:3:mulliken_charge:R:1
C -0.560 5.266 -5.157 -0.38
H -0.488 -3.102 -0.051 -0.20
H 0.425 1.721 4.190 0.23
H 4.078 -3.043 1.799 0.40
C -1.329 5.201 -2.829 0.39
H 3.069 2.084 3.976 0.29
H -3.356 7.296 -4.682 0.41
C 1.872 -2.848 1.258 -0.35
C 1.478 -6.224 -3.277 0.30
H -0.564 2.190 -2.344 0.08
C 0.347 -3.600 -3.002 0.39
C 3.544 1.515 3.068 -1.00
H 3.038 -2.715 3.336 0.32
C -2.113 -2.058 1.267 -0.01
H -1.326 -4.197 1.239 0.41
H -0.581 0.358 -1.897 0.14
H -3.071 3.507 0.076 0.26
H -2.865 -0.396 0.232 0.52
H -3.468 -2.440 3.084 0.31
H -3.688 1.634 -0.052 0.43
H 2.099 -3.932 0.831 0.34
C 0.427 -2.842 2.036 -0.02
C -0.510 -4.800 -3.076 -0.20
H -2.827 2.482 2.389 0.26
N -2.917 -0.303 2.972 -0.47
H -0.597 -6.912 -3.261 0.42
C 4.867 -0.707 1.544 -0.96
H -1.708 -1.995 3.618 0.33
N 3.428 -0.962 1.943 0.32
H -3.063 -2.575 0.762 0.41
C -0.872 -3.117 1.075 -0.23
H -0.839 0.075 3.504 0.25
O -1.195 4.772 -1.691 -0.52
H -1.579 -4.635 -3.020 0.46
C -0.207 1.412 -1.515 -0.60
H 0.381 4.110 -3.646 0.43
O -0.134 -2.482 -2.886 -0.61
O 1.959 -7.343 -3.393 -0.53
H 3.404 -5.189 -3.259 0.43
C -2.907 2.434 -0.398 -1.10
C -2.415 6.140 -3.172 -0.34
H -0.857 4.178 2.962 0.29
C -0.728 3.062 3.365 0.00
H 0.467 -3.750 2.810 0.28
C -0.411 4.799 -3.913 -0.25
C -1.634 0.523 2.736 0.28
O -1.780 6.635 -6.637 -0.53
H 0.320 -1.872 2.724 -0.21
N -1.897 -0.774 0.437 0.08
H 5.502 -0.521 2.509 0.29
C 1.808 -3.803 -3.075 -0.32
H 0.962 1.426 -1.403 0.33
N 0.485 2.725 3.912 -0.55
C -1.147 0.305 1.187 0.22
C 0.017 -6.022 -3.204 -0.42
C 3.142 -2.424 2.206 -0.81
H 3.189 2.025 2.059 0.25
H -2.916 2.615 -1.578 0.35
H 4.903 0.313 0.924 0.27
H 0.104 4.981 -5.964 0.41
C 2.979 -0.059 3.071 0.38
H -3.079 6.425 -2.365 0.43
H -1.362 -1.043 -0.419 0.10
H -0.011 -0.059 1.245 -0.45
P -1.151 1.875 0.102 0.30
H 2.422 -2.912 -3.019 0.46
H 1.888 -2.125 0.325 0.14
H 4.725 1.552 3.190 0.36
C -2.564 6.607 -4.415 -0.36
H 5.332 -1.526 0.848 0.37
H -3.651 -0.051 2.274 0.29
C 2.335 -5.024 -3.203 -0.40
C -2.013 2.065 3.140 -0.91
H -2.570 2.005 4.194 0.35
O 2.136 -0.374 4.058 -0.60
C -1.646 6.206 -5.499 0.32
C -2.534 -1.760 2.823 -0.76
```

Values from the calculation:
- Kohn-Sham gap: 7.1270 eV
- ΔE to the lowest compared entry with this formula, charge and spin: 750.03 kJ/mol
- LUMO energy: -3.991 eV
- Total charge: +1
- HOMO: -0.4086 hartree

Entry 6:
Molecular formula: C3H4S2
Method: DFT, the ωB97M-V functional and the def2-TZVPD basis

XYZ file:
```
9
Properties=species:S:1:pos:R:3:mulliken_charge:R:1
S 2.567 0.043 0.494 0.00
H 1.028 0.602 -1.257 0.54
C 1.118 -0.131 -0.578 -0.19
C 2.691 -1.684 0.197 -0.21
C -0.168 -0.006 0.336 -1.18
S 1.447 -1.865 -1.014 -0.01
H -0.097 0.878 0.889 0.35
H -1.116 0.015 -0.177 0.31
H -0.030 -0.834 0.963 0.41
```

Values from the calculation:
- Kohn-Sham gap: 8.9182 eV
- ΔE to the lowest compared entry with this formula, charge and spin: 244.17 kJ/mol
- LUMO energy: 0.115 eV
- HOMO: -0.3235 hartree

Entry 7:
Molecular formula: C27H54ClN5O5
Method: DFT, the ωB97M-V functional and the def2-TZVPD basis

XYZ file:
```
92
Properties=species:S:1:pos:R:3:mulliken_charge:R:1
H 0.878 2.718 3.527 0.39
H 4.094 3.157 -0.400 0.31
H 4.367 1.858 1.657 0.36
C 1.885 -6.312 -1.992 -0.08
C -2.118 6.884 -1.349 -0.74
C -1.891 7.099 -2.849 -0.94
H 0.629 2.628 1.773 0.20
H 1.904 4.748 1.470 0.21
H -0.557 8.753 0.786 0.33
O 1.728 -3.762 -1.585 -0.19
C -1.408 -3.934 -1.826 -1.33
H 1.453 -8.195 -2.960 0.30
H -0.521 -4.523 -2.098 0.33
H 0.926 6.844 0.119 0.05
H -0.049 4.747 0.213 -0.38
H 0.678 7.239 -1.577 0.27
H 0.279 3.441 -1.742 0.34
H -0.983 7.668 -3.055 0.25
H 2.339 3.259 -0.182 -0.10
H -4.231 -6.613 4.173 0.26
H 5.511 5.982 1.731 0.40
N -3.690 -5.558 1.464 0.28
H -2.958 6.197 -1.213 0.35
C 2.175 -7.817 -2.207 -0.43
N -0.127 0.402 0.004 -0.27
H -2.728 7.665 -3.266 0.38
C 3.399 2.345 1.507 -0.75
H -2.072 -3.963 -2.714 0.62
C -2.185 -4.668 -0.675 -0.32
C 4.744 5.269 1.418 -0.81
O 2.692 -5.817 -0.936 -0.38
H 3.374 -3.999 -0.347 0.24
H 1.812 -4.526 0.375 0.27
H -2.473 7.828 -0.925 0.42
C -0.061 8.699 -0.185 -1.53
C -2.365 -1.750 -1.056 -0.20
H -2.518 -5.991 3.876 0.32
O 2.059 -8.584 -1.021 -0.52
H 3.868 5.846 1.119 0.12
H -0.100 3.933 2.701 0.47
H 1.739 -1.722 -2.034 0.52
H -3.912 -5.491 -1.782 0.32
O -4.732 -4.018 2.832 -0.57
H 2.115 -5.828 -2.962 0.32
H -1.628 4.438 -0.433 0.39
C -3.588 -5.742 3.975 -1.16
C -3.712 -4.790 -0.950 -0.64
H -0.772 4.434 -2.734 0.33
H -4.125 -7.583 2.153 0.36
H -1.843 6.157 -3.394 0.26
C -0.709 4.999 -0.624 -0.02
C -4.090 -5.010 2.688 0.68
H -4.040 -3.793 -1.306 0.35
H 1.798 -8.021 -0.281 0.33
H 0.073 -2.185 1.359 0.42
C 3.224 2.652 0.017 -0.54
C -4.550 -5.184 0.339 -1.06
C 0.197 7.253 -0.587 0.12
H 0.804 5.055 -2.209 0.24
C 0.791 3.307 2.612 -1.44
H -2.065 -4.068 0.239 0.30
N -0.995 6.425 -0.549 0.15
C -0.064 4.466 -1.906 -1.09
H 2.027 4.923 3.215 0.43
H 0.797 -6.225 -1.785 0.02
C 2.019 4.184 2.408 -0.29
H -3.588 -7.403 0.483 0.49
C 1.494 -2.417 -1.214 -1.66
N 3.272 3.448 2.447 0.13
C -3.437 -7.014 1.508 -1.28
C 0.048 -0.659 -0.287 -0.51
C 4.441 4.305 2.568 -0.68
O -0.009 -2.828 0.642 -0.58
H 2.667 1.578 1.781 0.34
H 3.178 -7.975 -2.652 0.30
H 5.135 4.749 0.544 0.23
Cl -0.746 -1.628 -3.146 -0.13
H -3.671 -5.014 4.796 0.34
H -0.675 9.224 -0.919 0.31
H 2.222 -2.171 -0.409 0.48
H -5.221 -4.338 0.534 0.48
H 4.325 4.898 3.482 0.40
H 5.323 3.683 2.749 0.35
H -5.189 -6.031 0.022 0.30
H 3.104 1.717 -0.537 0.34
C 0.086 -2.164 -0.601 1.62
N -3.288 -1.209 -0.745 -0.46
H -2.372 -7.196 1.730 0.33
H 0.886 9.236 -0.109 0.45
H -1.778 -5.689 -0.600 0.28
C 2.397 -4.484 -0.568 -0.18
C -1.119 -2.444 -1.557 1.10
```

Values from the calculation:
- Kohn-Sham gap: 8.0560 eV
- LUMO energy: 0.130 eV
- SMILES: CC(=O)N(C)CCCC[C@@](Cl)(C#N)[C@](O)(C#N)COCOCCO.CCN(CC)CC.CCN(CC)CC
- HOMO: -0.2913 hartree